C26H35MnN4OS2Si as an isolated structure in a non-equilibrium geometry, computed with ωB97M-V/def2-TZVPD.

```
70
Properties=species:S:1:pos:R:3:mulliken_charge:R:1
Mn 0.640 0.373 -0.512 0.109
C -0.606 3.260 -0.445 -1.303
N 0.701 2.570 -0.357 1.173
C 1.325 2.804 0.974 -1.096
C 0.668 1.929 2.019 -0.937
N 0.794 0.479 1.683 1.009
C -0.304 -0.279 2.332 -1.263
C 2.100 -0.032 2.127 -0.498
C 2.330 -0.334 3.463 -0.576
C 3.572 -0.793 3.870 -0.924
C 4.590 -0.948 2.939 -0.682
C 4.362 -0.645 1.608 -0.703
C 3.115 -0.178 1.194 1.117
S 2.876 0.228 -0.500 -0.279
C 1.532 3.058 -1.463 -0.097
C 2.166 4.288 -1.396 -0.469
C 2.899 4.750 -2.479 -0.951
C 2.988 3.978 -3.629 -0.638
C 2.356 2.746 -3.693 -0.720
C 1.616 2.281 -2.610 0.741
S 0.811 0.708 -2.716 -0.413
H -0.464 4.338 -0.347 0.362
H -1.275 2.916 0.340 0.361
H -1.052 3.048 -1.415 0.340
H 1.221 3.850 1.273 0.484
H 2.384 2.573 0.894 0.494
H -0.395 2.157 2.105 0.528
H 1.124 2.124 2.991 0.481
H -0.339 -0.082 3.404 0.475
H -0.153 -1.339 2.153 0.328
H -1.251 0.022 1.898 0.325
H 1.549 -0.220 4.203 0.332
H 3.739 -1.032 4.912 0.430
H 5.560 -1.315 3.249 0.433
H 5.143 -0.773 0.868 0.471
H 2.100 4.892 -0.500 0.358
H 3.402 5.706 -2.419 0.415
H 3.563 4.329 -4.476 0.407
H 2.441 2.126 -4.577 0.454
N -1.335 0.394 -0.494 -0.248
C -2.484 0.481 -0.553 0.439
N -3.779 0.566 -0.659 0.202
C -4.489 -0.091 -1.779 -0.590
C -5.856 -0.515 -1.286 -0.632
O -6.551 0.584 -0.726 -0.382
C -5.888 1.092 0.412 -0.791
C -4.524 1.638 0.035 -0.372
H -3.910 -0.951 -2.110 0.449
H -4.584 0.618 -2.603 0.307
H -5.756 -1.317 -0.545 0.323
H -6.449 -0.878 -2.122 0.371
H -5.776 0.306 1.169 0.360
H -6.505 1.890 0.818 0.384
H -3.972 1.943 0.922 0.404
H -4.634 2.492 -0.638 0.287
C 1.847 -5.209 -1.672 -0.967
Si 0.577 -4.601 -0.469 -0.142
C -1.130 -5.181 -0.923 -0.962
C 1.024 -5.079 1.268 -0.968
C 0.551 -2.751 -0.528 -0.227
C 0.555 -1.535 -0.544 0.849
H 1.851 -6.302 -1.692 0.324
H 2.846 -4.869 -1.390 0.307
H 1.638 -4.851 -2.683 0.321
H -1.192 -6.272 -0.942 0.320
H -1.402 -4.809 -1.915 0.314
H -1.865 -4.809 -0.205 0.285
H 1.056 -6.167 1.366 0.348
H 0.296 -4.695 1.986 0.307
H 2.008 -4.685 1.533 0.302
```

## Properties
Relative energy (zero: lowest compared OMol25 entry of this formula, charge and spin), kcal per mole: 15.1
Orbital gap (alpha / beta), eV: 6.37 / 7.08
2S+1: 4
E, a.u.: -3542.64080
HOMO energy (alpha / beta), eV: -10.428 / -10.431
Net charge: +1
<S²>: 3.9963